A molecular structure, C45H58ClN11S2SiY. Source: the Open Molecules 2025 dataset; level of theory: ωB97M-V/def2-TZVPD.

Values from the calculation:
- E_HOMO (alpha / beta): -4.622 / -3.495 eV
- Frontier orbital gap (alpha / beta): 6.85 / 5.39 eV

```
! wB97M-V def2-TZVPD RIJCOSX def2/J DEFGRID3
* xyz -1 1
Y -0.56178 0.15767 0.00777
C 4.81901 -2.11233 -2.47186
Si 5.12287 -0.37005 -1.87377
C 6.94828 -0.20633 -1.42801
C 4.78731 0.89719 -3.21501
C 4.15448 -0.03606 -0.29716
C 4.77921 0.19789 0.91514
C 4.03472 0.35813 2.08409
C 2.65883 0.27544 1.98998
N 2.01351 0.06600 0.83839
C 2.73270 -0.09833 -0.29722
S 1.80820 -0.38197 -1.72044
H 5.45234 -2.35258 -3.33019
H 3.77440 -2.23207 -2.76271
H 5.03176 -2.83216 -1.67720
H 7.55246 -0.37253 -2.32379
H 7.26187 -0.94036 -0.68126
H 7.18548 0.79189 -1.04970
H 5.53748 0.80292 -4.00521
H 4.84688 1.91793 -2.82527
H 3.79587 0.76158 -3.64629
H 5.86267 0.24422 0.96350
H 4.50860 0.51893 3.04348
H 2.02284 0.37416 2.86196
C -2.50274 4.15858 2.82273
N -1.05897 4.12490 2.67917
C -0.38619 4.05936 3.97959
C -0.57719 3.27818 1.67619
N -1.25650 2.43849 1.00984
N 0.78949 3.43719 1.46768
C 1.48273 2.98317 0.34320
N 2.81927 3.37652 0.38676
N 0.91757 2.33696 -0.58500
H -2.75813 4.97345 3.49999
H -2.90321 3.22565 3.23783
H -2.97208 4.35456 1.85912
H -0.87810 3.32763 4.62948
H -0.40969 5.03827 4.46109
H 0.64686 3.74277 3.86873
H -2.21221 2.35405 1.34115
H 1.17289 4.28199 1.85964
H 3.23871 3.22342 1.29530
H 3.36469 2.90912 -0.32582
H 1.55825 2.03537 -1.31606
C -1.14049 4.27007 -1.85254
C -0.57368 3.36145 -2.90952
C 0.26832 3.90148 -3.87689
C 0.78011 3.12196 -4.89992
C 0.41742 1.78686 -4.97517
C -0.41710 1.21050 -4.02439
C -0.82937 -0.22609 -4.16636
C -0.88694 1.99371 -2.95578
N -1.63840 1.36880 -1.92733
C -2.94311 1.61506 -1.83346
C -3.67257 2.45551 -2.85807
C -3.70300 1.00612 -0.80742
C -5.20275 1.20124 -0.80342
N -3.11300 0.21692 0.10428
C -3.95607 -0.73441 0.73917
C -4.44780 -1.83063 0.01021
C -4.25566 -1.96371 -1.47824
C -5.19416 -2.80242 0.67220
C -5.49091 -2.69406 2.01902
C -5.07545 -1.56676 2.71098
C -4.33284 -0.57464 2.08234
C -4.03065 0.70641 2.80566
H -0.38104 4.97755 -1.51126
H -1.49202 3.70379 -0.99534
H -1.97522 4.85207 -2.25601
H 0.52409 4.95466 -3.81704
H 1.44341 3.55256 -5.64035
H 0.78308 1.16985 -5.78860
H -0.67253 -0.56411 -5.19192
H -1.87719 -0.37028 -3.90232
H -0.26336 -0.88022 -3.50448
H -3.02480 2.68885 -3.70021
H -4.02407 3.39963 -2.43180
H -4.54817 1.92695 -3.23949
H -5.46699 2.23866 -1.01254
H -5.62160 0.92826 0.16418
H -5.69824 0.58140 -1.55849
H -3.49217 -1.29319 -1.85970
H -5.19976 -1.75237 -1.99172
H -3.94459 -2.97470 -1.73932
H -5.54626 -3.65924 0.10706
H -6.06056 -3.46738 2.52059
H -5.33941 -1.44035 3.75570
H -4.35994 0.64819 3.84433
H -4.55438 1.54147 2.32516
H -2.96303 0.92195 2.80591
N -1.16769 -2.95010 -1.84838
C -0.97306 -1.93021 -1.32900
C -2.48280 -3.89989 5.00903
C -1.99565 -3.18299 3.78370
C -2.03969 -3.77635 2.52931
C -1.57988 -3.02600 1.46554
N -1.11026 -1.79156 1.62869
C -1.08301 -1.29215 2.88800
S -0.48681 0.31805 3.02296
N -1.51349 -1.95857 3.96788
H -3.13478 -4.73336 4.74924
H -3.01376 -3.20310 5.65600
H -1.62986 -4.28797 5.57008
H -2.44097 -4.76839 2.38040
H -1.59220 -3.39847 0.44826
Cl 3.15065 -6.23617 -1.46252
C 3.83925 -5.14560 -0.29473
C 5.10644 -5.41385 0.17638
C 5.70440 -4.56047 1.09950
C 5.00856 -3.43782 1.54975
C 3.74437 -3.17207 1.07882
C 3.10167 -4.00573 0.12296
C 1.84767 -3.65732 -0.37850
H 5.62904 -6.28976 -0.18435
H 6.70118 -4.77470 1.46230
H 5.46295 -2.76687 2.26861
H 3.20531 -2.29942 1.42495
H 1.39344 -2.71757 -0.10134
H 1.33641 -4.23774 -1.13106
*
```

Results of the Mulliken charge analysis, in e, for atoms 1 through 6:
1 Y -1.465
2 C -0.620
3 Si 0.124
4 C -1.334
5 C -0.930
6 C 0.670